1.
{"formula": "C16H21NO2", "method": "ωB97M-V with the def2-TZVPD basis set", "species": ["O", "O", "N", "C", "C", "C", "C", "C", "C", "C", "C", "C", "C", "C", "C", "C", "C", "C", "C", "H", "H", "H", "H", "H", "H", "H", "H", "H", "H", "H", "H", "H", "H", "H", "H", "H", "H", "H", "H", "H"], "xyz": [[-1.9058, -1.1023, -1.4416], [1.8409, 0.5862, 0.4123], [-0.0156, -0.2848, -0.5116], [2.7765, -3.7789, 1.8859], [-0.3070, -2.1366, 1.5727], [0.6634, -0.9749, 1.7849], [-2.2846, 3.1615, -2.3472], [-0.4474, 4.0952, -1.1246], [-0.7058, -2.7984, 2.8892], [-1.6489, 1.9323, -2.3666], [-1.6850, 4.2448, -1.7277], [0.2763, 0.4357, -1.7581], [0.8937, -0.1566, 0.5233], [-1.2023, -0.9921, -0.4666], [-1.5461, -1.5881, 0.8715], [2.0386, -1.3665, 2.3523], [2.8476, -2.3169, 1.4568], [-0.4052, 1.7787, -1.7680], [0.1904, 2.8676, -1.1434], [3.1283, -3.8895, 2.9096], [3.8945, -2.0098, 1.4806], [-1.1540, -2.0689, 3.5607], [2.5981, -0.4379, 2.4739], [-3.2508, 3.2735, -2.8171], [3.4097, -4.3870, 1.2436], [0.1536, -3.2397, 3.3847], [-1.4325, -3.5865, 2.7059], [1.3596, 0.5536, -1.8161], [2.5138, -2.2209, 0.4217], [1.1535, 2.7458, -0.6704], [0.0233, 4.9377, -0.6393], [1.9131, -1.8068, 3.3413], [-2.0030, -0.8034, 1.4828], [-2.1815, 5.2041, -1.7143], [-2.2948, -2.3654, 0.7114], [-0.0860, -0.1842, -2.5803], [0.1571, -2.8835, 0.9212], [0.2039, -0.2772, 2.5007], [1.7643, -4.1694, 1.8276], [-2.1196, 1.0840, -2.8401]], "forces_ev_per_angstrom": [[-0.1, 0.0, -0.1], [0.2, 0.1, 0.0], [0.3, 0.2, -0.5], [0.1, 0.2, -0.2], [-0.2, 0.2, 0.2], [0.3, -0.2, 0.2], [-0.1, 0.1, 0.0], [0.0, 0.1, 0.0], [0.2, 0.0, -0.3], [0.0, 0.0, 0.0], [-0.1, 0.1, 0.0], [0.1, 0.0, -0.2], [-0.1, -0.1, 0.4], [-0.3, -0.3, 0.5], [0.1, -0.2, -0.1], [0.0, 0.2, -0.2], [0.0, 0.0, 0.2], [0.0, -0.1, 0.0], [0.0, 0.0, 0.0], [0.0, -0.1, 0.1], [0.0, 0.0, -0.1], [-0.1, 0.1, 0.1], [-0.1, -0.1, 0.1], [-0.1, 0.0, 0.0], [0.0, -0.1, 0.0], [0.1, -0.1, 0.1], [-0.1, -0.1, 0.0], [-0.2, -0.1, 0.0], [0.1, 0.0, -0.1], [0.1, 0.0, 0.0], [0.0, 0.1, 0.0], [0.0, 0.0, 0.1], [0.0, 0.0, 0.0], [0.0, 0.1, 0.0], [0.0, 0.1, -0.1], [0.1, 0.1, 0.1], [0.0, 0.0, 0.0], [-0.1, 0.0, -0.1], [-0.1, -0.1, 0.0], [0.0, -0.1, 0.0]], "relative_energy_kj_mol": 0.0, "lumo_energy_ha": 0.031, "smiles": "CCC[C@H]1C(=O)N(Cc2ccccc2)C(=O)C[C@@H]1C"}



2.
{"formula": "C16H22AgAsBClF3N5S", "method": "ωB97M-V with the def2-TZVPD basis set", "species": ["Ag", "As", "Cl", "S", "F", "F", "F", "N", "N", "N", "N", "N", "C", "C", "C", "C", "C", "C", "C", "C", "C", "C", "C", "C", "C", "C", "C", "C", "B", "H", "H", "H", "H", "H", "H", "H", "H", "H", "H", "H", "H", "H", "H", "H", "H", "H", "H", "H", "H", "H", "H"], "xyz": [[0.1532, -0.0617, -0.7619], [-3.8096, -1.2506, -1.0890], [-0.9412, -2.6867, -2.7988], [-2.1575, 1.4656, 0.7969], [-2.9188, 3.3900, 2.9049], [-1.7963, 5.2237, 2.7264], [-1.4423, 3.8904, 4.3920], [3.1198, 0.0926, -0.9463], [2.5114, -1.9783, 1.3331], [4.0039, -0.7238, -0.3567], [0.4168, 1.8723, 0.6122], [1.3019, -1.4040, 1.2139], [-4.8203, -2.3435, -2.3954], [2.3972, -3.1915, 1.9086], [5.1052, -0.8602, -1.1187], [-1.6977, 3.8876, 3.0438], [1.0612, -3.4296, 2.1663], [1.8022, 3.2453, 1.9863], [-5.3840, -0.2595, -0.4180], [-0.7224, 2.2519, 1.2681], [3.6641, 0.4655, -2.0994], [-3.2381, 0.0996, -2.3815], [0.1624, -1.2069, -2.5661], [-0.5861, 3.2436, 2.2835], [1.6086, 2.3143, 0.9721], [0.4208, -2.2682, 1.7032], [4.9364, -0.1061, -2.2659], [0.6743, 3.7167, 2.6244], [3.8539, -1.2410, 1.1035], [2.7954, 3.5740, 2.2592], [-5.9680, -0.8945, 0.2507], [1.1528, -1.6502, -2.6875], [-0.6311, -2.0253, 1.6716], [3.1046, 1.1008, -2.7702], [-2.6403, 0.8364, -1.8488], [5.6149, -0.0093, -3.0980], [-2.6169, -0.3876, -3.1315], [-5.0409, 0.6174, 0.1326], [3.2744, -3.7923, 2.0840], [-5.4845, -1.7180, -2.9974], [-4.1084, 0.5679, -2.8493], [2.4403, 1.8871, 0.4229], [-4.1095, -2.8516, -3.0472], [0.7600, 4.4553, 3.4134], [-0.0404, -0.6384, -3.4772], [4.7384, -2.0639, 1.2648], [5.9149, -1.4921, -0.7924], [-5.4130, -3.0944, -1.8689], [3.9742, -0.3138, 1.8842], [0.6176, -4.3126, 2.5963], [-6.0137, 0.0579, -1.2530]], "forces_ev_per_angstrom": [[0.0, 0.3, 0.2], [0.0, -0.1, 0.0], [-0.1, -0.1, 0.0], [-0.1, 0.0, 0.1], [0.1, 0.0, 0.0], [0.0, -0.1, 0.0], [0.0, 0.0, 0.0], [0.1, 0.1, 0.0], [0.0, -0.1, 0.2], [0.2, 0.0, 0.0], [0.0, -0.4, 0.1], [-0.1, 0.1, 0.1], [0.0, 0.0, 0.1], [-0.1, 0.0, -0.1], [-0.1, 0.0, 0.0], [-0.1, 0.1, 0.1], [0.0, 0.0, 0.0], [0.1, 0.0, 0.0], [0.0, 0.0, -0.1], [0.1, 0.1, -0.1], [0.0, -0.1, 0.0], [0.0, 0.0, 0.0], [0.1, -0.1, -0.3], [0.1, -0.1, -0.1], [-0.1, 0.0, 0.0], [0.1, 0.0, -0.1], [0.0, 0.0, 0.0], [-0.1, 0.0, 0.0], [0.0, 0.0, 0.0], [0.0, 0.0, 0.0], [0.0, 0.0, 0.0], [0.0, 0.0, 0.0], [0.0, 0.0, 0.0], [0.0, 0.0, 0.0], [0.0, 0.0, -0.1], [0.0, 0.0, 0.0], [0.0, 0.0, 0.0], [0.0, 0.0, 0.0], [0.0, 0.0, 0.0], [0.0, 0.0, 0.0], [0.0, 0.0, 0.0], [0.0, 0.0, 0.0], [0.0, 0.0, 0.0], [0.0, 0.0, 0.0], [0.0, 0.0, 0.0], [0.0, 0.0, 0.0], [0.0, 0.0, 0.0], [0.0, 0.0, 0.0], [-0.1, 0.0, 0.0], [0.0, 0.0, 0.0], [0.0, 0.0, 0.0]], "relative_energy_kj_mol": 83.4, "lumo_energy_ha": 0.186, "charge": -2}



3.
{"formula": "C16H22AsI2N2O6SSiTa", "method": "ωB97M-V with the def2-TZVPD basis set", "species": ["Ta", "I", "I", "As", "S", "Si", "O", "O", "O", "O", "O", "O", "N", "N", "C", "C", "C", "C", "C", "C", "C", "C", "C", "C", "C", "C", "C", "C", "C", "C", "H", "H", "H", "H", "H", "H", "H", "H", "H", "H", "H", "H", "H", "H", "H", "H", "H", "H", "H", "H", "H", "H"], "xyz": [[0.6929, -0.2494, -0.1556], [1.8407, -0.3831, -3.7539], [3.5585, 0.2774, -0.7190], [1.2518, -3.3495, 0.1690], [-0.7969, -0.9512, 1.8796], [-1.3362, 1.4947, -2.3354], [2.5689, -2.5751, 1.0028], [0.8733, -1.9423, -0.9274], [-1.3924, -0.1091, 2.8332], [-1.1662, -0.6297, 0.4037], [1.7922, -4.7071, -0.4994], [0.7403, -0.8340, 1.7425], [1.0302, 1.7550, 0.7947], [0.1344, 1.3037, -1.2277], [-1.7885, -0.2333, -2.8515], [-1.0834, -2.6439, 2.0344], [3.6140, 0.2998, -2.8617], [1.1631, 3.8501, 1.8419], [2.1199, 1.8298, 2.9986], [-0.8852, 2.5148, -3.7918], [-0.2963, -3.5807, 1.3008], [-0.6609, -4.9101, 1.3660], [1.4148, 2.4886, 1.8557], [0.4076, 2.3172, -0.2683], [-1.7695, -5.3003, 2.1312], [-2.6511, 2.2283, -1.2634], [-2.1741, -3.0255, 2.7898], [-2.5119, -4.3796, 2.8333], [0.1415, 3.6653, -0.3392], [0.5339, 4.4319, 0.7506], [-1.7850, 2.6687, -4.3964], [3.2765, -3.2359, 1.0666], [1.4736, 4.4522, 2.6845], [2.1128, 0.7471, 2.9202], [3.7956, 1.3308, -3.1337], [-2.7446, -2.2889, 3.3407], [3.1570, 2.1691, 3.0367], [4.4283, -0.3618, -3.1255], [-0.5040, 3.5041, -3.5308], [-0.3394, 4.1019, -1.2016], [-0.1475, 2.0177, -4.4210], [-1.3602, -0.4914, -3.8217], [-3.6179, 1.8396, -1.5919], [-3.3622, -4.6983, 3.4203], [-2.8747, -0.2871, -2.9612], [-2.5362, 1.9729, -0.2078], [-2.0395, -6.3473, 2.1679], [0.3424, 5.4972, 0.7491], [-2.6996, 3.3154, -1.3422], [-1.5164, -1.0268, -2.1516], [1.6548, 2.1127, 3.9426], [-0.0789, -5.6446, 0.8231]], "forces_ev_per_angstrom": [[1.5, 2.4, -2.9], [0.1, -0.1, -0.3], [0.2, 0.0, 0.2], [0.4, -0.6, -0.4], [0.0, -0.6, 0.1], [0.2, -0.4, -0.1], [-0.1, 0.1, 0.3], [0.1, -0.7, 0.7], [-0.2, -0.1, 0.1], [-0.5, 0.2, 1.4], [-0.5, 0.2, -0.1], [-1.0, -0.1, 1.1], [-0.1, -0.3, -0.1], [-0.3, 0.1, 0.5], [0.0, -0.2, -0.1], [0.2, -0.4, -0.2], [-0.1, 0.0, 0.0], [0.0, 0.1, 0.0], [0.0, 0.0, -0.1], [0.0, 0.3, -0.2], [-0.4, 0.4, 0.2], [-0.1, 0.0, 0.1], [0.0, 0.0, 0.0], [0.1, -0.4, -0.3], [0.1, -0.1, -0.1], [-0.1, 0.2, 0.1], [0.1, -0.1, 0.0], [-0.1, 0.1, 0.1], [0.0, 0.1, 0.0], [0.0, 0.0, 0.0], [0.0, 0.0, 0.0], [0.1, 0.0, 0.0], [0.0, 0.0, 0.0], [0.0, 0.0, 0.0], [0.1, 0.0, 0.0], [0.0, 0.0, 0.0], [0.0, 0.0, 0.0], [0.1, 0.0, 0.0], [0.0, 0.0, 0.0], [0.0, 0.0, 0.0], [0.0, 0.0, 0.0], [0.0, 0.0, 0.0], [0.0, 0.0, 0.0], [0.0, 0.0, 0.0], [0.0, 0.0, 0.0], [0.0, 0.0, 0.0], [0.0, 0.0, 0.0], [0.0, 0.0, 0.0], [0.0, 0.0, 0.0], [0.0, 0.0, 0.0], [0.0, 0.0, 0.0], [0.0, 0.0, 0.0]], "relative_energy_kj_mol": 145.5, "lumo_energy_ha": -0.283, "charge": 2}



4.
{"formula": "C16H22AuN2PSe2", "method": "ωB97M-V with the def2-TZVPD basis set", "species": ["Au", "Se", "Se", "P", "N", "N", "C", "C", "C", "C", "C", "C", "C", "C", "C", "C", "C", "C", "C", "C", "C", "C", "H", "H", "H", "H", "H", "H", "H", "H", "H", "H", "H", "H", "H", "H", "H", "H", "H", "H", "H", "H", "H", "H"], "xyz": [[-0.6139, -1.1039, 0.0108], [0.8307, -1.4254, 1.9436], [0.2442, 2.0455, 0.7899], [0.5662, 0.7107, 2.4329], [1.1756, -0.3154, -1.9576], [-2.2552, -0.7051, -1.3368], [-1.8701, 0.0007, 3.6147], [0.0722, -0.6674, -4.1260], [-1.8789, 2.1899, 5.3219], [-0.8060, 1.9831, 4.4715], [-2.9487, 0.2162, 4.4611], [-2.9515, 1.3072, 5.3175], [3.3096, 0.8972, 5.4341], [2.1501, 0.6610, 4.7147], [-2.0601, -0.1892, -2.7130], [1.2525, -1.0088, -3.2333], [-0.7969, 0.8809, 3.6209], [3.0938, 1.8108, 2.8199], [2.0396, 1.1251, 3.4061], [4.2564, 2.0410, 3.5417], [4.3630, 1.5877, 4.8480], [-1.3003, -1.1479, -3.6355], [-3.7826, -0.4734, 4.4571], [0.0212, 2.6833, 4.4606], [1.3337, 0.1091, 5.1662], [0.2603, -1.0966, -5.1128], [3.3897, 0.5387, 6.4521], [2.1788, -0.8019, -3.7859], [2.9902, 2.1722, 1.8041], [1.2385, -2.0840, -3.0293], [-1.9175, -1.3135, -4.5212], [-3.7895, 1.4688, 5.9825], [1.9851, -0.4918, -1.3744], [-1.8762, 3.0442, 5.9862], [-1.5447, 0.7672, -2.6277], [-1.2091, -2.1241, -3.1493], [5.2681, 1.7742, 5.4109], [-2.8896, -1.4968, -1.3598], [0.0402, 0.4175, -4.2802], [-3.0479, 0.0135, -3.1372], [5.0771, 2.5766, 3.0832], [1.0883, 0.6895, -2.0576], [-1.8495, -0.8588, 2.9559], [-2.7224, 0.0188, -0.7940]], "forces_ev_per_angstrom": [[-0.1, -0.1, 0.1], [0.0, 0.0, -0.2], [0.1, -0.1, 0.1], [0.0, 0.1, -0.2], [-0.1, 0.0, 0.1], [-0.1, 0.1, 0.0], [0.0, -0.1, 0.0], [0.0, 0.0, 0.0], [0.0, 0.0, 0.0], [-0.1, 0.0, 0.0], [0.0, 0.0, 0.0], [0.0, 0.0, 0.0], [0.0, 0.0, 0.0], [0.1, -0.1, 0.0], [0.0, 0.0, 0.0], [0.1, 0.0, -0.1], [0.0, 0.0, -0.1], [0.0, 0.1, 0.0], [0.0, -0.1, 0.0], [0.0, 0.0, 0.0], [0.0, 0.0, 0.0], [0.0, 0.0, -0.1], [0.0, 0.0, 0.0], [0.0, 0.0, 0.0], [0.0, 0.0, 0.0], [0.0, 0.0, 0.0], [0.0, 0.0, 0.0], [0.0, 0.0, 0.0], [0.0, 0.0, 0.0], [0.0, 0.0, 0.0], [0.0, 0.0, 0.0], [0.0, 0.0, 0.0], [-0.1, 0.0, 0.0], [0.0, 0.0, 0.0], [0.1, 0.0, 0.0], [0.1, 0.0, 0.0], [0.0, 0.0, 0.0], [0.1, 0.0, 0.0], [0.0, 0.0, 0.0], [0.0, 0.1, 0.0], [0.0, 0.0, 0.0], [0.1, 0.0, 0.0], [0.0, 0.0, 0.0], [-0.1, -0.1, 0.0]], "relative_energy_kj_mol": 9.0, "lumo_energy_ha": 0.018}



5.
{"formula": "C16H22BrCl2CuF6NO6P2S2", "method": "ωB97M-V with the def2-TZVPD basis set", "species": ["Br", "Cu", "Cl", "Cl", "S", "S", "P", "P", "F", "F", "F", "F", "F", "F", "O", "O", "O", "O", "O", "O", "N", "C", "C", "C", "C", "C", "C", "C", "C", "C", "C", "C", "C", "C", "C", "C", "C", "H", "H", "H", "H", "H", "H", "H", "H", "H", "H", "H", "H", "H", "H", "H", "H", "H", "H", "H", "H", "H", "H"], "xyz": [[-2.1602, 0.0681, 8.0263], [-0.6129, -0.0521, -0.4750], [-3.4729, 1.2837, -0.4767], [-3.5346, -1.5533, -1.1621], [0.0893, 1.2443, -3.2124], [0.2992, 3.0170, -1.0291], [0.1614, -2.1825, -0.9029], [2.4717, 0.2912, -0.7444], [-1.0880, 4.9740, -0.0237], [-0.3279, 2.6141, -5.3939], [-2.0369, 3.9749, -1.6935], [-2.0645, 2.4376, -4.1145], [-0.3845, 5.3307, -2.0407], [-1.3983, 0.7350, -5.2721], [-0.4451, 2.0677, -0.2141], [-0.8195, 0.4025, -2.4259], [1.4886, 3.5774, -0.4814], [1.1731, 0.5686, -3.8557], [0.7464, -1.2979, 1.9841], [-1.1131, -0.2668, 1.3026], [0.5051, 2.5802, -2.5328], [-0.7789, -0.5136, 3.6203], [3.6499, 1.2613, -1.7559], [1.9495, -2.4512, -0.6545], [-2.3436, 0.3919, 5.2104], [-4.4387, -0.1899, -0.4684], [-0.6173, -3.4933, 0.0752], [3.3252, 0.3213, 0.8748], [-0.1271, -2.6386, -2.6382], [-1.9291, 0.2145, 3.8997], [-0.8773, 4.4198, -1.2116], [-0.9977, 1.8035, -4.5869], [-0.0378, -1.0594, 4.6617], [2.8356, -1.4124, -1.3455], [-0.4427, -0.8920, 5.9759], [-1.5956, -0.1670, 6.2331], [-0.3151, -0.7194, 2.2066], [0.4160, -1.9443, -3.2805], [0.1272, -1.3158, 6.7905], [3.8892, -1.6640, -1.1989], [2.0869, -2.4149, 0.4272], [-1.1882, -2.5438, -2.8681], [3.6156, 2.2995, -1.4263], [2.6496, -1.4022, -2.4237], [0.2021, -3.6594, -2.8361], [0.8583, -1.6161, 4.4239], [-3.2349, 0.9596, 5.4378], [2.1810, -3.4643, -0.9961], [3.2791, 1.3407, 1.2616], [-1.7006, -3.4358, -0.0164], [4.3716, 0.0227, 0.7824], [-4.6890, -0.4389, 0.5557], [-2.4902, 0.6471, 3.0826], [-0.3404, -3.3282, 1.1153], [-0.2716, -4.4776, -0.2434], [-5.3225, -0.0344, -1.0747], [3.3512, 1.2266, -2.8023], [2.8063, -0.3269, 1.5790], [4.6677, 0.8805, -1.6485]], "forces_ev_per_angstrom": [[0.0, 0.0, 0.0], [0.6, 0.1, -0.2], [-0.1, 0.0, 0.0], [-0.1, 0.0, 0.0], [0.0, 0.1, 0.0], [0.0, -0.1, -0.1], [-0.1, -0.2, -0.1], [0.1, 0.0, 0.0], [0.0, 0.0, 0.0], [0.0, 0.0, 0.0], [0.0, 0.0, 0.0], [0.0, 0.0, 0.0], [0.0, 0.0, 0.0], [0.0, 0.0, 0.0], [-0.1, 0.1, -0.1], [0.0, 0.1, 0.0], [0.0, 0.0, 0.0], [0.0, 0.0, 0.1], [0.0, 0.0, -0.1], [-0.2, 0.1, 0.3], [-0.1, -0.1, 0.1], [0.0, 0.0, 0.0], [0.0, 0.0, 0.0], [0.0, 0.0, 0.1], [0.0, 0.0, 0.0], [0.1, 0.0, 0.0], [0.0, 0.0, 0.1], [-0.1, 0.0, 0.0], [0.0, 0.1, 0.0], [0.0, 0.0, 0.0], [0.0, 0.0, 0.0], [-0.1, 0.0, 0.0], [0.0, 0.0, 0.0], [-0.1, 0.0, 0.0], [0.0, 0.0, 0.0], [0.0, 0.0, 0.0], [0.0, 0.0, 0.1], [0.0, 0.0, 0.0], [0.0, 0.0, 0.0], [0.0, 0.0, 0.0], [0.0, -0.1, 0.0], [0.0, 0.0, 0.0], [0.0, 0.0, 0.0], [0.0, 0.0, 0.0], [0.0, 0.0, 0.0], [0.0, 0.0, 0.0], [0.0, 0.0, 0.0], [0.0, 0.0, 0.0], [0.0, 0.0, 0.0], [0.0, 0.0, 0.0], [0.0, 0.0, 0.0], [0.0, 0.0, 0.0], [0.0, 0.0, 0.0], [0.0, 0.0, 0.0], [0.0, 0.0, 0.0], [0.0, 0.0, 0.0], [0.0, 0.0, 0.0], [0.0, 0.0, 0.0], [0.0, 0.0, 0.0]], "relative_energy_kj_mol": 0.0, "lumo_energy_ha": [0.012, -0.048], "multiplicity": 2}